Entry 1:
ORCA calculation (ωB97M-V/def2-TZVPD) on a 2-piece molecular cluster, C5H9NO overall.

Calculated values
**E_HOMO**: -9.9525 eV
**Structure (SMILES)**: [H]/N=C1/CC(=C)CO1.[H][H]

Structure (XYZ):
```
16
Properties=species:S:1:pos:R:3:forces:R:3
C -0.958 -0.152 -0.257 -0.0955 -0.0445 0.1105
H -0.461 0.963 2.293 0.1435 0.0254 -0.0914
N -1.108 -2.575 -0.712 0.2747 0.1709 -0.1234
H -0.517 -3.369 -0.969 -0.0380 0.1265 -0.0407
H 1.518 0.555 -1.344 -0.0429 -0.0388 0.0876
H -1.205 3.039 -0.338 0.0022 0.0500 0.0177
H -1.180 0.445 -1.158 0.0699 -0.0930 0.2520
C -0.445 -1.505 -0.685 -0.2561 -0.1652 -0.0669
H -1.848 -0.222 0.365 0.1120 -0.0147 -0.0588
H -0.723 2.799 0.176 -0.0629 0.0591 -0.0755
O 0.891 -1.386 -0.980 -0.0335 -0.2061 0.0273
H 2.345 -0.274 -0.003 -0.1234 -0.0681 -0.0092
H 1.392 0.952 2.118 -0.1450 0.0058 -0.0914
C 0.414 0.776 1.675 -0.0045 0.0124 -0.1678
C 1.381 -0.122 -0.491 0.1528 0.1471 0.0607
C 0.285 0.335 0.432 0.0467 0.0331 0.1694
```
Forces are in eV/Å.

Here are the Löwdin charges for atoms 1 to 5, given in e: C -0.082; H 0.072; N 0.160; H 0.063; H 0.131

Entry 2:
ORCA calculation (ωB97M-V/def2-TZVPD) on the molecule C24H30N6O6 in a non-equilibrium geometry.

Calculated values
**E_HOMO**: -8.2360 eV
**Structure (SMILES)**: COc1cc([C@H](C(=O)NC2CCCC2)N(CCO)C(=O)Cn2nnc(-c3ccc(C)o3)n2)ccc1O

Structure (XYZ):
```
66
Properties=species:S:1:pos:R:3:forces:R:3
N 2.962 -0.741 1.568 0.4774 -0.5352 -0.1454
C -1.604 4.730 -1.077 -0.0373 0.0860 -0.0787
H 1.546 1.291 3.441 -0.0959 -0.2044 -0.1189
C 0.595 3.683 -0.902 -0.0229 -0.0632 0.0832
N -0.738 -0.014 1.394 -0.3441 -0.0379 0.0282
H 1.134 2.829 -0.495 -0.0205 -0.0215 -0.1181
C -0.189 -1.275 0.939 0.4259 -0.3286 -0.4456
H -3.221 -0.845 -1.320 0.0299 -0.0019 -0.0539
H -0.177 6.342 -1.323 0.0191 0.0612 0.0019
H 7.003 -2.306 -2.148 0.1677 -0.1137 -0.1259
H 5.494 -0.082 -1.771 -0.0427 0.2306 -0.0955
H 1.079 3.987 -1.830 0.0439 0.0428 -0.0776
C 4.680 -1.249 -0.119 0.8086 0.2640 -1.0987
C -0.118 0.857 2.206 0.1901 -0.1191 0.1745
H 1.301 -1.927 -0.483 -0.0133 0.1117 0.0669
O -4.898 -2.978 -1.463 -0.0497 -0.0313 0.6380
H 1.223 -0.462 3.336 0.0721 0.1075 -0.1472
O -0.396 -1.613 -1.485 -0.4545 -0.0872 -0.4795
H -5.821 -4.221 -0.007 0.0220 0.0238 0.0340
N 2.228 0.339 1.737 0.6783 -0.3084 -0.5551
C 5.885 -3.032 -0.419 0.6874 0.0234 -0.7971
H -3.366 -2.640 -2.818 -0.0281 0.0102 0.0127
H -1.034 2.883 -2.140 0.0257 0.0907 0.1532
H -2.464 4.636 -0.413 -0.0573 -0.0043 -0.0575
H -3.035 -0.894 2.941 0.0467 0.0614 0.1257
N 3.390 0.822 0.068 0.5352 -0.1275 -0.5263
C -4.760 -2.926 0.873 0.1359 0.1694 -0.2901
O -0.606 1.934 2.515 0.0795 0.3428 0.3020
C -0.882 3.371 -1.175 0.0487 -0.1213 -0.3968
H -4.935 -3.208 -3.449 0.0644 0.0812 0.0002
N 2.476 1.269 0.849 -0.6194 0.7218 0.3912
C 6.262 -2.146 -1.392 -0.0811 -0.5661 0.4414
C 6.349 -4.410 -0.113 -0.2810 0.1951 0.1896
C -4.368 -2.366 -0.355 -0.1104 -0.1469 0.1682
C 1.254 0.473 2.775 -0.5450 0.4293 0.5650
C -3.507 -1.284 -0.381 -0.1703 -0.1238 -0.1304
C 0.467 -1.218 -0.465 0.1375 -0.0703 0.4282
O -5.605 -3.986 0.906 -0.0324 -0.0376 -0.0309
C 0.537 4.860 0.067 0.0687 0.0736 -0.1865
C -4.452 -2.549 -2.729 0.0628 0.0538 -0.2990
O -1.800 0.729 -1.556 0.0342 -0.1704 -0.5104
H -4.587 -2.819 2.986 -0.0544 -0.0672 0.1256
C 5.482 -0.988 -1.202 -0.6746 0.0165 0.7628
H -4.749 -1.515 -2.927 0.0237 -0.0299 0.0160
H 5.522 -5.114 -0.195 -0.0007 -0.0990 -0.0151
H -1.000 -0.871 -1.683 0.1871 -0.1125 0.0602
C -0.578 5.727 -0.516 0.0052 0.0691 0.0966
H 0.539 -1.638 1.663 -0.0702 0.0147 0.0192
H -1.018 6.391 0.226 0.0000 0.1034 -0.0301
H -1.005 -2.001 0.886 0.1717 0.0226 0.0771
H 0.269 4.510 1.065 0.0242 -0.0233 0.1252
C -4.276 -2.383 2.051 -0.1197 -0.1816 -0.1683
C -3.013 -0.752 0.805 -0.1044 0.1003 0.0265
O 4.927 -2.492 0.355 -0.2654 -0.0629 0.3436
C -1.758 1.201 -0.428 -0.2387 0.0949 0.6479
H 7.133 -4.696 -0.807 0.0303 -0.0073 -0.0294
H 1.485 5.390 0.134 0.0502 0.0080 0.1188
N -1.396 2.459 -0.172 0.0263 0.3287 0.0994
H 0.861 -0.210 -0.653 0.0555 -0.0628 0.0821
C 3.699 -0.422 0.505 -0.8413 0.1577 0.8996
H -1.287 2.752 0.792 -0.1190 -0.2841 0.0361
H 6.732 -4.463 0.905 0.0659 -0.0634 0.0417
C -3.410 -1.306 2.016 0.0459 0.1042 -0.2204
C -2.050 0.409 0.862 -0.0960 0.1817 0.0813
H -2.440 1.125 1.597 0.1259 -0.1664 -0.2307
H -1.972 5.046 -2.051 -0.0831 -0.0010 -0.0050
```
Forces are in eV/Å.

Here are the Löwdin charges for atoms 1 to 5, given in e: N 0.195; C -0.126; H 0.139; C -0.135; N 0.020

Entry 3:
ORCA calculation (ωB97M-V/def2-TZVPD) on C29H23N3O3SV as an isolated structure.

Calculated values
**Total charge**: +1
**E_HOMO**: -11.2699 eV

Structure (XYZ):
```
60
Properties=species:S:1:pos:R:3:forces:R:3
H 3.491 0.690 -2.836 0.0081 0.0024 -0.0063
C 2.629 -3.973 -1.507 -0.0208 -0.0273 -0.0180
N -0.096 1.521 0.494 -0.1972 0.3269 0.0002
H -2.571 1.333 -1.223 0.0020 -0.0174 0.0156
N -0.928 -0.856 -0.932 0.0277 -0.0612 0.0447
H 2.948 -4.967 -1.794 0.0026 0.0179 0.0065
V 1.496 0.296 0.126 -0.1232 -0.3974 0.3828
H -6.049 -0.775 0.143 0.0090 0.0012 0.0025
C 0.859 -2.450 -0.940 0.0236 0.0095 0.0332
C -2.917 -1.914 -0.276 0.0003 -0.0035 -0.0967
H 3.901 -0.903 -0.893 0.0056 0.0015 0.0114
H 4.919 1.573 -3.421 0.0041 -0.0010 -0.0060
C 1.805 -1.436 -0.781 0.0621 0.2454 0.1036
H -4.753 -2.863 0.361 0.0186 0.0090 0.0087
C -4.993 -0.778 -0.090 -0.0114 -0.0034 0.0026
H 2.819 1.665 1.787 0.0105 -0.0080 0.0364
C -2.737 -2.366 4.703 -0.0355 -0.0074 0.0027
C 1.277 -3.722 -1.299 0.0144 -0.0201 0.0115
H 0.280 5.993 -3.119 -0.0037 -0.0151 0.0091
H -0.960 4.959 -1.224 0.0099 -0.0069 0.0022
C -1.291 -0.803 2.937 -0.1287 0.1054 -0.0346
H -4.982 1.295 -0.654 0.0135 -0.0084 -0.0030
H 0.334 -2.157 3.294 -0.0003 -0.0007 -0.0036
C -0.692 -1.912 3.528 0.0007 0.0080 0.0137
C -3.337 -1.263 4.106 0.0022 0.0120 -0.0068
C -4.382 0.401 -0.540 -0.0064 0.0003 -0.0047
H 0.555 -4.518 -1.435 -0.0139 0.0195 0.0022
H 3.234 -0.075 1.944 0.0290 -0.0087 0.0057
C -0.385 2.653 -0.052 0.1253 -0.1296 -0.0161
C -1.419 -2.689 4.415 0.0316 -0.0250 0.0058
C -0.546 0.007 1.972 -0.0750 -0.0167 0.0946
C 2.185 3.199 -2.723 -0.1616 0.1232 0.0500
C 4.032 1.635 -2.798 -0.0365 0.0247 -0.0204
H -3.074 0.375 2.739 0.0067 -0.0084 0.0019
H 4.614 -3.163 -1.543 -0.0107 0.0060 0.0020
H 4.326 1.865 -1.773 0.0058 0.0033 0.0032
C 3.565 -2.962 -1.367 0.0329 0.0288 0.0126
C -4.274 -1.948 0.038 -0.0306 -0.0286 -0.0308
O 3.258 2.696 -3.356 0.0808 -0.0546 -0.0030
C 0.604 5.050 -2.701 -0.0376 0.0572 0.0100
S -1.762 -3.207 -0.261 -0.0283 0.0266 0.1224
C 0.354 3.266 -1.122 -0.0064 0.1115 -0.0762
C 1.714 4.419 -3.223 0.0806 -0.0726 -0.0451
H 2.265 4.852 -4.048 -0.0073 -0.0012 0.0071
O 0.637 -0.447 1.570 0.3969 -0.0288 -0.2483
O 1.857 1.452 -1.108 -0.0659 -0.0420 -0.1413
H -3.302 -2.977 5.395 0.0071 0.0048 0.0002
C -2.619 -0.480 3.222 0.0112 -0.0098 0.0010
C -0.544 -2.081 -0.746 -0.0626 0.0122 -0.2245
H -1.269 3.161 0.323 -0.0104 -0.0025 0.0267
C -2.290 -0.735 -0.697 -0.0117 0.0023 0.0533
H 3.936 0.918 0.601 0.0240 0.0115 0.0220
H -0.956 -3.548 4.883 -0.0051 0.0072 -0.0069
C 3.079 0.750 1.251 -0.1492 0.0154 -0.0594
C 1.484 2.632 -1.658 0.1199 -0.0215 -0.0489
C -0.086 4.479 -1.644 -0.0038 -0.0392 0.0099
C -3.041 0.432 -0.850 -0.0208 0.0048 -0.0072
N -0.994 1.101 1.467 0.0942 -0.0543 0.0716
H -4.366 -1.017 4.331 0.0030 -0.0046 -0.0026
C 3.155 -1.682 -1.000 0.0005 -0.0727 -0.0791
```
Forces are in eV/Å.

Here are the Löwdin charges for atoms 1 to 5, given in e: H 0.086; C -0.041; N -0.042; H 0.106; N 0.112

Entry 4:
ORCA calculation (ωB97M-V/def2-TZVPD) on a 2-piece molecular cluster, C2H10N2 overall in a non-equilibrium geometry.

Calculated values
**E_HOMO**: -8.9403 eV
**Structure (SMILES)**: NCN.C

Structure (XYZ):
```
14
Properties=species:S:1:pos:R:3:forces:R:3
H -0.271 0.865 -3.697 0.0332 0.0449 -0.5477
C -0.163 0.462 4.306 -1.0830 1.7563 -0.7954
H 1.382 0.738 -3.267 -1.4246 -0.3398 0.7794
H -0.047 -0.442 4.786 -1.4653 -2.4402 1.2680
H 0.831 0.664 4.497 2.3912 1.8595 0.1032
C -0.138 -0.028 -1.878 0.2122 0.1410 1.9257
H 0.453 0.198 -0.875 -1.5070 0.0908 -1.9109
N 0.139 -1.485 -2.095 -2.1228 -0.3854 -0.6075
H 0.564 -1.505 -3.057 -1.1426 -0.5935 1.2507
H -0.831 1.258 4.786 0.8248 -1.5406 -0.9504
H -1.311 0.262 -1.754 2.8690 -0.8374 -0.2054
N 0.388 0.754 -2.957 0.6334 0.9013 0.0126
H -0.802 -2.026 -2.018 2.4491 0.9787 -0.6930
H -0.193 0.283 3.224 -0.6677 0.3643 0.3708
```
Forces are in eV/Å.

Here are the Löwdin charges for atoms 1 to 5, given in e: H 0.047; C -0.045; H 0.090; H -0.020; H -0.024

Entry 5:
ORCA calculation (ωB97M-V/def2-TZVPD) on a 2-piece molecular cluster, N2O3 overall in a non-equilibrium geometry.

Calculated values
**E_HOMO (alpha / beta)**: -10.2254 / -8.8973 eV

Structure (XYZ):
```
5
Properties=species:S:1:pos:R:3:forces:R:3
N 1.568 0.533 -0.214 -0.1160 0.2987 -0.0902
O -1.003 -1.064 0.010 0.3160 -2.6332 0.0947
N -0.981 0.081 -0.216 1.8886 -1.1398 -1.3254
O -1.605 0.943 0.199 -2.2616 3.7912 1.2544
O 1.930 -0.506 0.055 0.1730 -0.3169 0.0664
```
Forces are in eV/Å.

Löwdin charges in e: N 0.082; O 0.082; N -0.296; O 0.118; O 0.014

Entry 6:
ORCA calculation (ωB97M-V/def2-TZVPD) on C22H44Br22 as an isolated structure in a non-equilibrium geometry.

Calculated values
**E_HOMO**: -7.7076 eV

Structure (XYZ):
```
88
Properties=species:S:1:pos:R:3:forces:R:3
H 0.753 1.863 4.594 0.3499 -0.1030 0.6234
C 0.735 4.312 -1.621 -0.0797 0.6386 0.0977
H 5.244 0.490 -2.539 0.3164 -0.3508 0.2308
H -0.304 0.155 -4.853 -0.5180 0.6463 -0.0776
H 1.526 -0.393 3.635 -1.4526 3.7488 2.4004
H 1.230 -0.208 -0.341 -2.6446 -0.7643 0.3824
H 0.698 -2.218 3.788 -2.1372 -1.7043 1.9537
H 0.881 5.220 -1.036 0.3525 -0.3296 0.3742
C 0.000 -3.920 -1.837 0.3089 -0.9968 -1.3826
Br 2.364 -1.213 -4.091 -1.8517 1.9755 -2.4611
C 4.610 -0.397 -2.563 0.1023 0.5886 0.3242
H 3.618 -3.432 -0.327 0.2271 -0.7276 1.2769
Br -4.084 2.677 2.489 2.5195 -0.4433 3.0920
Br 1.963 -1.582 2.641 5.9766 -3.8292 -9.1277
H -5.282 3.699 1.301 -0.9349 0.4764 -1.6846
H -5.162 -0.904 -1.036 -0.4614 -0.7891 0.6693
H 2.283 2.576 4.154 0.4849 -0.0726 0.7334
H -0.721 -0.112 1.178 0.7612 1.8920 -1.3091
H 3.960 -0.362 -3.437 1.3233 0.5678 0.7389
H 1.156 -3.570 2.838 -0.6455 -0.7736 0.6242
C -0.639 0.668 0.421 0.1707 -1.8184 -2.9284
C -0.997 -3.288 2.812 1.1737 0.3801 0.4535
Br 2.242 5.027 -3.966 0.1117 -0.4889 0.6919
Br -2.394 1.211 -0.225 8.0485 -4.4655 0.0327
C 2.304 -2.114 0.710 -0.0139 -0.7527 0.8980
H 1.817 1.187 -4.611 -0.2046 0.0003 0.0331
C -4.242 2.668 -0.418 -3.6048 3.4567 -0.7162
C 1.959 3.862 -2.398 -0.9625 0.0868 0.0639
H -0.155 4.556 -2.200 0.1997 -0.4336 -0.3953
C 3.785 -0.560 -1.297 0.8979 1.0776 -0.6202
H -2.600 -1.341 0.830 -2.6980 1.1306 -1.2649
Br 2.447 0.959 -1.091 9.7899 1.5922 -0.1137
C 3.001 -3.469 0.571 -0.5560 0.4231 1.4700
H -1.924 1.853 4.267 -0.2687 -0.1057 -0.0423
H 2.815 3.787 -1.727 0.1959 0.4174 -0.4312
H -0.454 1.981 3.443 -0.0801 -0.5292 -0.8293
C -2.117 2.826 2.372 -0.0676 -0.7319 0.1053
H -1.847 2.653 1.330 -0.2288 0.4428 0.5145
H -0.167 -3.146 -1.087 0.2807 -1.6170 0.0013
H 3.189 -1.472 -1.274 0.3825 1.0230 -0.6850
H 2.865 -1.324 0.211 -0.2289 -0.3400 1.6520
Br 1.590 1.308 1.671 3.3184 -0.0171 4.8469
H 0.299 -4.819 -1.299 -0.8249 -0.1235 -1.4311
Br 2.817 -3.360 -2.191 -1.9048 -2.4606 -2.7226
Br -1.810 -4.134 -2.711 4.4699 -5.9086 -4.9625
H -4.327 4.752 0.293 -0.0100 -0.0216 -0.1529
C -4.473 -0.676 -0.223 -0.0819 0.3020 0.2108
H 0.858 -2.519 -3.438 -0.6021 -0.6463 0.8415
H 3.094 0.323 3.457 -0.1851 0.3055 -0.1464
C -0.057 0.334 -3.807 1.6478 0.9970 -2.1251
H 4.449 -0.545 -0.433 -0.1307 0.3171 0.1271
H 0.326 0.957 -1.480 -0.1859 -1.7407 0.3176
Br 0.228 2.772 -0.511 1.0454 7.1768 0.0932
Br -3.529 3.212 -2.202 -1.0307 0.6081 0.8087
H -1.050 -4.317 2.457 -0.7077 0.3433 -0.3976
C 1.818 1.653 4.502 -0.5834 -0.3960 -0.3260
Br 5.653 -2.033 -2.861 0.4579 0.6421 0.1678
H -3.850 -2.528 0.723 -0.0960 -0.0507 -0.0280
C -4.990 3.887 0.268 -0.2932 -0.4593 -1.9485
C 0.993 -3.490 -2.962 -1.2670 -1.4202 0.9758
Br -1.778 -0.172 2.752 -1.7892 4.5621 5.5289
Br -0.812 2.029 -3.081 -0.4133 -1.8022 -3.1345
C 0.284 0.192 -0.705 -3.9230 -2.7278 0.0234
Br -2.696 -2.520 -1.417 -9.3014 0.8992 4.8085
Br 1.583 -4.832 0.408 1.5386 -0.3386 1.4743
H 0.875 -4.215 -3.766 0.8388 -0.3014 0.1293
Br -5.363 0.025 1.419 -0.5605 -1.1347 -0.8955
H -4.863 1.804 -0.658 -0.4648 0.5661 0.1379
C -1.505 1.752 3.266 -0.7300 0.8423 1.3575
C 1.474 0.567 -3.783 -1.1381 -0.7415 -1.4166
H 1.819 0.946 -2.821 -0.3060 -0.6123 -1.8783
C 0.357 -3.208 3.485 -1.8793 -2.2902 1.4952
Br 2.472 0.912 6.233 -0.2763 0.6692 -0.8608
Br 0.236 -4.541 5.042 0.1003 0.8141 -0.7783
H -3.953 0.203 -0.603 -1.3020 -1.2660 0.0057
H 1.720 2.855 -2.739 0.3828 0.5379 -0.5676
Br -0.612 -1.371 -1.625 3.7442 6.0844 2.6377
C 2.030 0.558 3.465 0.9735 4.3236 2.1970
H -1.776 -2.975 3.508 -0.1470 -0.2216 -0.3709
Br -0.985 -1.982 1.275 4.1135 -8.2736 0.1695
C -3.421 -1.676 0.197 -2.3186 0.9273 -0.7948
H 1.312 -2.099 0.260 0.1645 -0.2789 0.2176
H -0.080 1.519 0.812 -2.6001 -0.9346 0.7759
H -1.828 3.851 2.603 -0.0516 -0.1979 0.5152
H -0.415 -0.550 -3.279 0.3387 1.5291 -0.8115
Br -6.574 4.410 -0.782 0.2333 -0.0085 0.2401
H 3.527 -3.770 1.476 0.1625 0.2020 -0.2204
H -3.420 2.306 0.200 -2.7601 3.3273 0.4981
```
Forces are in eV/Å.

Here are the Löwdin charges for atoms 1 to 5, given in e: H 0.022; C -0.565; H 0.072; H 0.072; H -0.154

Respective DFT total energy values: -8866.6999, -46599.9960, -77575.7414, -5214.7143, -9116.5909, -1564427.0870 eV.